[1]
Entry from OMol25: a single CH5N3OS molecule in a non-equilibrium geometry (ωB97M-V/def2-TZVPD).

Summary:
Relative energy (zero: lowest compared OMol25 entry of this formula, charge and spin) (kcal per mole): 35.69
LUMO level (eV): 0.63
SMILES: [H]/N=C(\NO)NS
E_HOMO (eV): -9.442
2S+1: 1

Positions of all 11 atoms, in Å:
H: 1.457 1.820 1.455
N: 1.615 1.567 0.493
C: 0.708 0.679 0.321
N: -0.281 0.338 1.282
O: -0.370 -1.016 1.701
N: 0.533 0.061 -0.911
S: -0.865 -0.739 -1.438
H: -0.188 0.885 2.117
H: -1.062 -1.361 1.116
H: 1.038 0.526 -1.664
H: -1.763 0.242 -1.605

Mulliken atomic charge list, values in e, 2 entries: atom 1 (H): 0.21, atom 2 (N): -0.68

[2]
Entry from OMol25: a molecular structure, C31H52AlN2O7 in a non-equilibrium geometry (ωB97M-V/def2-TZVPD).

Summary:
LUMO level (eV): 2.05
Net charge: -1
E_HOMO (eV): -5.343
2S+1: 1

Positions of all 93 atoms, in Å:
O: 7.828 0.451 -1.433
C: 6.942 0.159 -2.217
C: 5.536 -0.263 -1.799
C: 4.482 0.676 -2.413
O: 4.182 1.716 -1.497
Al: 3.037 2.683 -2.573
O: 2.270 1.119 -3.151
C: 3.145 0.022 -2.940
C: 3.519 -0.453 -4.369
C: 2.400 -1.209 -5.088
C: 1.948 -2.511 -4.399
C: 3.049 -3.508 -4.090
C: 4.290 -3.538 -4.693
C: 5.235 -4.476 -4.349
C: 4.982 -5.443 -3.409
C: 3.730 -5.440 -2.827
C: 2.791 -4.495 -3.151
C: 7.162 0.229 -3.730
C: 7.343 1.439 -4.354
C: 7.498 1.465 -5.726
C: 7.469 0.272 -6.411
C: 7.326 -0.948 -5.796
C: 7.168 -0.964 -4.423
H: 5.373 -1.291 -2.167
H: 5.439 -0.243 -0.711
H: 4.825 1.256 -3.295
H: 4.025 3.451 -3.574
H: 2.117 3.550 -1.605
H: 2.770 -0.748 -2.248
H: 3.721 0.455 -4.948
H: 4.472 -0.995 -4.320
H: 2.602 -1.379 -6.155
H: 1.529 -0.536 -5.076
H: 1.260 -3.023 -5.094
H: 1.349 -2.316 -3.503
H: 4.559 -2.797 -5.441
H: 6.215 -4.453 -4.824
H: 5.729 -6.178 -3.126
H: 3.447 -6.172 -2.073
H: 1.818 -4.533 -2.667
H: 7.358 2.345 -3.756
H: 7.615 2.430 -6.207
H: 7.580 0.286 -7.495
H: 7.313 -1.885 -6.344
H: 7.049 -1.903 -3.885
C: 1.190 1.937 0.941
O: 0.186 2.779 0.401
C: -0.358 2.308 -0.826
C: -1.782 1.816 -0.635
N: -1.825 0.572 0.131
C: -3.156 0.194 0.595
C: -3.894 1.147 1.535
O: -3.324 1.262 2.829
C: -2.231 2.165 2.924
H: 1.685 2.485 1.742
H: 0.758 1.023 1.372
H: 1.937 1.672 0.188
H: 0.276 1.549 -1.290
H: -0.385 3.166 -1.502
H: -2.238 1.643 -1.615
H: -2.341 2.617 -0.133
H: -1.223 0.666 0.938
H: -3.044 -0.761 1.118
H: -3.787 0.003 -0.279
H: -4.893 0.729 1.694
H: -4.050 2.139 1.094
H: -2.337 3.016 2.249
H: -1.286 1.651 2.742
H: -2.199 2.539 3.949
C: -9.483 0.308 8.060
O: -8.808 -0.741 7.394
C: -9.032 -0.778 5.988
C: -7.796 -0.356 5.217
N: -7.530 1.070 5.366
C: -6.210 1.492 4.887
C: -4.972 0.890 5.543
O: -4.767 1.292 6.892
C: -5.509 0.571 7.856
H: -9.422 0.113 9.131
H: -9.011 1.277 7.866
H: -10.537 0.351 7.772
H: -9.905 -0.184 5.702
H: -9.247 -1.822 5.738
H: -7.943 -0.579 4.155
H: -6.959 -0.964 5.580
H: -7.604 1.316 6.344
H: -6.163 2.576 5.027
H: -6.160 1.311 3.809
H: -4.111 1.263 4.993
H: -4.933 -0.202 5.456
H: -5.652 -0.474 7.571
H: -6.474 1.050 8.043
H: -4.951 0.598 8.794

Mulliken atomic charge list, values in e, 2 entries: atom 1 (O): -0.63, atom 2 (C): -0.19

[3]
Entry from OMol25: a molecular structure, C41H53BiNO6SSb2Se3 in a non-equilibrium geometry (ωB97M-V/def2-TZVPD).

Summary:
Relative energy (zero: lowest compared OMol25 entry of this formula, charge and spin) (kcal per mole): 25.11
LUMO level (eV): 2.18
Net charge: -1
E_HOMO (eV): -5.397
2S+1: 1

Positions of all 108 atoms, in Å:
Bi: 0.907 -2.397 0.644
C: -0.974 -0.887 -2.093
C: -0.646 0.457 -2.715
C: 0.276 1.332 -1.882
Sb: -0.917 2.674 -0.636
C: -1.470 3.657 -2.540
C: -0.514 4.316 -3.300
C: -0.825 4.844 -4.541
C: -2.108 4.714 -5.052
C: -3.070 4.053 -4.307
C: -2.750 3.539 -3.060
C: 0.359 4.385 -0.222
C: 1.738 4.376 -0.127
C: 2.432 5.521 0.226
C: 1.748 6.687 0.519
C: 0.366 6.706 0.438
C: -0.317 5.563 0.063
Sb: -2.367 -1.355 -0.411
C: -4.231 -0.907 -1.464
C: -5.389 -1.303 -0.811
C: -6.638 -0.922 -1.267
C: -6.747 -0.129 -2.398
C: -5.602 0.264 -3.067
C: -4.356 -0.126 -2.600
C: -3.087 0.124 1.037
C: -2.995 -0.220 2.376
C: -3.565 0.579 3.352
C: -4.243 1.730 2.995
C: -4.360 2.069 1.659
C: -3.791 1.263 0.687
H: -0.046 -1.376 -1.782
H: -1.410 -1.529 -2.865
H: -1.561 1.005 -2.952
H: -0.155 0.246 -3.676
H: 0.901 1.943 -2.536
H: 0.910 0.713 -1.255
H: 0.491 4.435 -2.907
H: -0.064 5.354 -5.117
H: -2.357 5.133 -6.020
H: -4.073 3.934 -4.699
H: -3.516 3.041 -2.477
H: 2.276 3.460 -0.310
H: 3.513 5.513 0.280
H: 2.280 7.578 0.829
H: -0.180 7.614 0.664
H: -1.399 5.581 -0.015
H: -5.304 -1.903 0.087
H: -7.528 -1.234 -0.736
H: -7.719 0.191 -2.749
H: -5.677 0.890 -3.948
H: -3.474 0.204 -3.130
H: -2.499 -1.142 2.658
H: -3.500 0.296 4.394
H: -4.695 2.353 3.751
H: -4.913 2.954 1.372
H: -3.941 1.505 -0.358
O: 1.565 -7.931 2.473
C: 1.619 -6.988 3.522
C: 1.444 -5.551 2.986
C: 1.327 -4.638 4.228
O: 0.230 -4.963 5.038
C: 2.662 -5.206 2.135
Se: 3.066 -3.279 1.832
C: 0.167 -5.561 2.143
Se: -0.823 -3.836 1.969
H: 1.532 -8.808 2.868
H: 2.584 -7.056 4.047
H: 0.818 -7.168 4.252
H: 1.283 -3.590 3.910
H: 2.221 -4.760 4.848
H: -0.566 -4.711 4.549
H: 2.566 -5.644 1.142
H: 3.570 -5.582 2.606
H: -0.573 -6.247 2.560
H: 0.389 -5.871 1.122
C: 2.645 0.327 2.964
C: 1.130 0.158 2.944
C: 0.441 0.944 4.062
O: 0.850 -1.230 3.092
C: 0.532 0.676 1.606
O: 0.880 1.791 1.215
O: -0.281 -0.094 1.035
H: 3.021 0.230 3.980
H: 2.900 1.306 2.567
H: 3.106 -0.451 2.356
H: 0.784 0.582 5.030
H: -0.638 0.800 3.989
H: 0.661 2.005 3.959
H: -0.112 -1.331 3.140
C: 4.739 -0.880 -4.059
C: 4.604 -1.404 -2.645
S: 3.102 -0.667 -1.870
O: 2.947 -1.400 -0.589
C: 3.833 0.952 -1.337
C: 4.871 0.751 -0.254
H: 5.609 -1.313 -4.548
H: 4.851 0.202 -4.065
H: 3.855 -1.146 -4.637
H: 5.463 -1.194 -2.012
H: 4.426 -2.480 -2.641
H: 2.971 1.498 -0.953
H: 4.212 1.449 -2.227
H: 4.561 -0.076 0.386
H: 4.955 1.637 0.371
H: 5.853 0.522 -0.665
Se: 2.229 -4.097 -3.557
C: 1.585 -4.045 -1.973
N: 1.108 -3.998 -0.899

Mulliken atomic charge list, values in e, 2 entries: atom 1 (Bi): 2.24, atom 2 (C): -0.45

[4]
Entry from OMol25: a molecular structure, C18H15Br2N4Pd (ωB97M-V/def2-TZVPD).

Summary:
LUMO level (eV): 1.94
Net charge: -1
E_HOMO (eV): -4.043
2S+1: 1

Positions of all 40 atoms, in Å:
Pd: -0.489 -0.085 0.953
C: -3.340 -0.229 -3.965
C: -3.369 0.650 -2.888
C: -2.314 0.702 -1.994
C: -1.203 -0.135 -2.152
C: -1.175 -1.004 -3.245
C: -2.235 -1.049 -4.137
N: -0.187 -0.100 -1.194
C: 1.059 0.264 -1.473
C: 1.545 0.612 -2.770
C: 2.867 0.890 -2.965
C: 3.795 0.875 -1.898
C: 3.363 0.615 -0.628
C: 2.000 0.343 -0.388
N: 1.457 0.202 0.845
N: 2.203 0.201 1.900
C: 1.505 -0.051 3.042
C: 2.105 0.239 4.280
C: 1.422 -0.018 5.441
C: 0.141 -0.573 5.373
C: -0.388 -0.835 4.129
N: 0.261 -0.601 2.989
H: -4.172 -0.277 -4.657
H: -4.221 1.302 -2.738
H: -2.330 1.391 -1.157
H: -0.324 -1.662 -3.376
H: -2.201 -1.736 -4.975
H: 0.845 0.641 -3.594
H: 3.214 1.135 -3.963
H: 4.837 1.099 -2.087
H: 4.037 0.639 0.216
H: 3.091 0.683 4.275
H: 1.866 0.215 6.401
H: -0.420 -0.802 6.268
H: -1.375 -1.271 4.027
Br: -2.194 -2.709 0.987
C: -2.390 -0.749 1.092
Br: -1.346 2.233 1.678
H: -2.860 -0.552 2.053
H: -3.080 -0.491 0.295

Mulliken atomic charge list, values in e, 2 entries: atom 1 (Pd): 0.31, atom 2 (C): -0.40